ORCA calculation (the ωB97M-V functional and the def2-TZVPD basis) on a 2-piece molecular cluster, C5H12N overall.

Output
* strongest force on any atom: 0.34 eV/A
* net charge: +1
* HOMO energy: -14.574 eV
* electronic energy: -252.16604 hartree
* gap between HOMO and LUMO: 11.263 eV
* energy relative to the best compared isomer or geometry (same formula, charge and spin): 170.9 kJ/mol

Each line ends with the Löwdin charge.
Element x y z (Å)
C 1.33 1.90 0.70  -0.03
C 0.66 1.17 -0.42  -0.34
C -0.14 1.64 -1.35  0.11
N 0.91 -0.31 -0.42  0.22
H 1.07 2.95 0.65  0.10
H 1.04 1.49 1.67  0.10
H 2.42 1.83 0.63  0.10
H -0.57 0.99 -2.10  0.08
H -0.35 2.70 -1.38  0.09
H 1.74 -0.56 0.13  0.17
H 1.08 -0.64 -1.37  0.17
H 0.10 -0.84 -0.04  0.09
C -1.23 -2.29 1.08  -0.06
C -1.84 -1.80 0.01  -0.08
H -0.58 -3.15 1.01  0.07
H -1.40 -1.87 2.06  0.07
H -1.71 -2.26 -0.96  0.07
H -2.53 -0.97 0.10  0.07

***

ORCA calculation (the ωB97M-V functional and the def2-TZVPD basis) on C6H9N as an isolated structure.

Output
* strongest force on any atom: 0.82 eV/A
* HOMO energy (spin up / spin down): -7.108 / -7.207 eV
* electronic energy: -288.56340 hartree
* gap between HOMO and LUMO (spin up / spin down): 7.460 / 7.611 eV
* energy relative to the best compared isomer or geometry (same formula, charge and spin): 574.0 kJ/mol

Each line ends with the Löwdin charge.
Element x y z (Å)
C 1.51 -0.71 1.16  -0.02
C 0.39 -0.33 0.25  -0.17
C 0.27 1.01 -1.43  -0.04
C -0.15 1.03 -0.01  -0.31
C -1.53 0.28 0.14  -0.17
N -1.70 -0.60 -0.95  0.04
C -0.84 -1.10 0.09  -0.19
H 1.37 -0.30 2.16  0.10
H 2.46 -0.31 0.81  0.09
H 1.62 -1.79 1.26  0.08
H 1.32 1.08 -1.66  0.04
H -0.32 1.58 -2.15  0.06
H 0.00 1.88 0.66  0.13
H -2.32 0.56 0.83  0.14
H -1.04 -0.20 -1.70  0.09
H -1.03 -2.07 0.54  0.14

***

ORCA calculation (the ωB97M-V functional and the def2-TZVPD basis) on an isolated ion of composition C4H5N2S and charge +1.

Output
* strongest force on any atom: 3.69 eV/A
* net charge: +1
* HOMO energy: -12.361 eV
* electronic energy: -662.70569 hartree
* gap between HOMO and LUMO: 6.788 eV
* energy relative to the best compared isomer or geometry (same formula, charge and spin): 213.4 kJ/mol

Each line ends with the Löwdin charge.
Element x y z (Å)
C 0.44 -2.57 -0.27  0.20
C -0.76 -0.43 -0.22  -0.17
C 2.28 0.52 -0.22  -0.66
C -0.19 0.71 0.37  -0.08
N -0.18 -1.58 -0.10  0.02
N 1.17 1.02 -0.41  0.06
S 3.67 -0.07 0.16  0.98
H 0.43 -3.51 0.13  0.06
H -1.41 -0.16 -0.97  0.11
H -0.78 1.65 0.12  0.16
H 0.05 0.59 1.41  0.13
H 1.27 1.82 -1.07  0.20

***

Copy entry 2 word for word.
ORCA calculation (the ωB97M-V functional and the def2-TZVPD basis) on C6H9N as an isolated structure.

Output
* strongest force on any atom: 0.82 eV/A
* HOMO energy (spin up / spin down): -7.108 / -7.207 eV
* electronic energy: -288.56340 hartree
* gap between HOMO and LUMO (spin up / spin down): 7.460 / 7.611 eV
* energy relative to the best compared isomer or geometry (same formula, charge and spin): 574.0 kJ/mol

Each line ends with the Löwdin charge.
Element x y z (Å)
C 1.51 -0.71 1.16  -0.02
C 0.39 -0.33 0.25  -0.17
C 0.27 1.01 -1.43  -0.04
C -0.15 1.03 -0.01  -0.31
C -1.53 0.28 0.14  -0.17
N -1.70 -0.60 -0.95  0.04
C -0.84 -1.10 0.09  -0.19
H 1.37 -0.30 2.16  0.10
H 2.46 -0.31 0.81  0.09
H 1.62 -1.79 1.26  0.08
H 1.32 1.08 -1.66  0.04
H -0.32 1.58 -2.15  0.06
H 0.00 1.88 0.66  0.13
H -2.32 0.56 0.83  0.14
H -1.04 -0.20 -1.70  0.09
H -1.03 -2.07 0.54  0.14

***

Question: The lowest strongest force on any atom belongs to which entry?
Answer: C5H12N